C2H3N2O | ωB97M-V/def2-TZVPD

Summary:
LUMO energy ... 4.437 eV
Gap between HOMO and LUMO ... 8.496 eV
Energy relative to the best compared isomer or geometry (same formula, charge and spin) ... 60.7 kcal per mole

```
! RIJCOSX wB97M-V def2-TZVPD def2/J DEFGRID3
* xyz -1 1
C 2.0086 1.1439 -1.5099
C 0.2777 -0.0789 -0.0506
N 2.1419 1.8148 -2.4446
N 1.6607 -0.3202 0.3093
O 1.9606 -1.4711 -0.0366
H -0.2035 0.9788 0.2294
H 0.3092 -0.0906 -1.1058
H -0.3985 -0.9324 0.2156
*
```

---

C42H82AgN3O10 | ωB97M-V/def2-TZVPD

Summary:
<S²> ... 2.01
LUMO energy (spin up / spin down) ... 0.196 / -1.810 eV
Gap between HOMO and LUMO (spin up / spin down) ... 3.907 / 6.352 eV

```
! RIJCOSX wB97M-V def2-TZVPD def2/J DEFGRID3
* xyz 0 3
Ag 2.3322 -2.5911 4.5839
C 0.3041 -1.8348 0.6309
C 0.9938 -0.8915 1.6376
C 0.0409 0.1987 2.1865
O 1.7081 -1.4523 2.6661
H 0.9877 -2.4405 0.0361
H -0.3408 -1.3264 -0.0858
H -0.2853 -2.5291 1.2298
H 1.6090 -0.3240 0.9393
H -0.6717 -0.1805 2.9190
H -0.6054 0.7233 1.4828
H 0.6052 0.9570 2.7295
C -6.5429 -0.1407 -0.4634
C -5.1096 -0.8665 -0.3872
C -4.5304 -0.6049 1.0376
C -3.3076 -1.4136 1.5647
C -3.6059 -2.8805 1.3395
C -4.1746 -3.3274 -0.0886
N -5.2926 -2.4055 -0.4547
O -5.8545 -2.8627 -1.7182
C -3.0599 -3.4206 -1.1426
C -4.7126 -4.7252 0.0757
C -4.1733 -0.4471 -1.5053
H -6.8079 0.2151 0.5323
H -7.2347 -0.8421 -0.9298
H -6.5906 0.7443 -1.0978
H -4.2696 0.4510 1.1092
H -5.3523 -0.7798 1.7318
H -3.0508 -1.1963 2.6015
H -2.4809 -1.0245 0.9704
H -4.2339 -3.2876 2.1320
H -2.6755 -3.4426 1.4193
H -2.5375 -2.4723 -1.2688
H -2.3179 -4.1423 -0.8010
H -3.4444 -3.6297 -2.1409
H -5.1092 -5.1299 -0.8555
H -3.9490 -5.4348 0.3945
H -5.5258 -4.7672 0.8002
H -4.3138 0.6132 -1.7151
H -4.1468 -1.0493 -2.4135
H -3.1329 -0.4654 -1.1809
H -6.7798 -2.9951 -1.4994
C 0.4654 5.6526 -0.6081
C 0.7915 5.0512 0.7756
C 1.2180 3.5596 0.5314
C 2.6362 3.4093 0.0138
C 3.6700 4.0430 0.9347
C 3.3684 5.5976 1.2682
N 1.9010 5.7558 1.5441
O 1.6143 7.0514 1.8600
C 4.3033 5.9926 2.3276
C 3.7235 6.4229 -0.0174
C -0.4138 4.9764 1.6893
H 1.3096 5.7364 -1.2925
H 0.1363 6.6867 -0.5052
H -0.2284 5.0809 -1.2245
H 1.1787 2.8869 1.3881
H 0.5986 3.2103 -0.2947
H 2.7138 3.9156 -0.9484
H 2.8850 2.3681 -0.1912
H 4.6140 4.0140 0.3906
H 3.7961 3.4576 1.8455
H 5.3475 5.6885 2.2539
H 4.1694 7.0519 2.5466
H 3.8233 5.4891 3.1667
H 4.7699 6.3039 -0.2983
H 3.2108 6.2197 -0.9576
H 3.5253 7.4898 0.0848
H -0.8117 5.9604 1.9371
H -0.1619 4.5179 2.6456
H -1.1932 4.3238 1.2957
H 1.6838 7.0165 2.8169
C 2.4304 0.6188 -2.6869
C 1.0950 0.3461 -3.4596
C 0.0113 0.8486 -2.5101
C -1.3447 0.7919 -3.2191
C -1.3304 1.5606 -4.5057
C -0.2148 1.2259 -5.4243
N 1.0633 1.2116 -4.6795
O 2.1803 0.9948 -5.4765
C -0.5711 -0.1598 -6.1716
C -0.2001 2.3290 -6.5044
C 0.9827 -1.1858 -3.6452
H 3.1997 0.1222 -3.2782
H 2.4669 0.2484 -1.6624
H 2.6372 1.6518 -2.4071
H 0.0468 0.2081 -1.6289
H 0.2211 1.8534 -2.1433
H -2.1291 0.9985 -2.4910
H -1.6434 -0.2210 -3.4891
H -1.2724 2.6317 -4.3118
H -2.3295 1.4751 -4.9328
H -1.0959 -0.0038 -7.1142
H 0.3261 -0.7548 -6.3426
H -1.2262 -0.7277 -5.5110
H 0.3720 3.1568 -6.0855
H 0.3704 2.0543 -7.3916
H -1.1640 2.6078 -6.9301
H -0.0044 -1.4663 -4.0126
H 1.2279 -1.7255 -2.7305
H 1.6829 -1.5292 -4.4067
H 2.6807 1.8139 -5.4944
O 5.6880 -1.5917 0.4772
C 5.1612 -2.3487 -0.3150
O 5.7013 -2.6538 -1.4490
C 4.9440 -3.5421 -2.2339
C 3.6452 -3.7743 -1.4365
C 3.9821 -3.3196 -0.0388
H 5.5822 -4.4095 -2.4025
H 4.6929 -3.1534 -3.2207
H 3.3019 -4.8079 -1.3942
H 2.7924 -3.2324 -1.8453
H 4.3521 -4.1162 0.6068
H 3.1899 -2.7373 0.4318
O 2.1451 -4.4029 2.9937
C 1.5218 -5.1491 2.2450
O 1.9357 -5.4167 1.0486
C 0.9628 -6.1718 0.3223
C -0.0559 -6.6229 1.3306
C 0.1304 -5.6729 2.4975
H 1.4304 -7.0660 -0.0899
H 0.5186 -5.5361 -0.4437
H 0.1964 -7.6378 1.6378
H -1.0082 -6.4875 0.8177
H 0.0511 -6.2332 3.4291
H -0.5235 -4.8118 2.6353
O 1.4121 -0.9620 6.0218
C 0.6061 -0.2306 6.5345
O 0.4930 -0.0524 7.8412
C -0.5123 0.9455 8.2011
C -1.2570 1.2335 6.9254
C -0.4550 0.6731 5.8612
H -0.0449 1.8239 8.6461
H -1.2470 0.5387 8.8960
H -1.5649 2.2693 6.7824
H -2.2440 0.7768 6.9987
H 0.0524 1.3409 5.1649
H -1.0502 0.0541 5.1899
*
```

---

C47H35AsClN6NdOS2 | ωB97M-V/def2-TZVPD

Summary:
<S²> ... 4.14
LUMO energy (spin up / spin down) ... -1.058 / -1.218 eV
Gap between HOMO and LUMO (spin up / spin down) ... 6.101 / 5.948 eV

```
! RIJCOSX wB97M-V def2-TZVPD def2/J DEFGRID3
* xyz 0 4
Nd 2.7336 -23.3004 7.5059
Cl -1.8487 -27.4543 12.1004
C -0.9344 -26.6035 10.9556
C -0.3907 -27.3891 9.8945
C 0.3734 -26.7992 8.9085
C 0.5919 -25.4349 8.9285
O 1.3725 -24.9163 7.9982
C -0.0375 -24.6013 9.8814
C 0.0174 -23.2067 9.8240
N 0.9318 -22.4951 9.1794
C 1.0214 -21.1615 9.5216
C 0.6304 -20.6649 10.7816
C 0.3061 -19.3060 10.9717
C 0.7315 -18.3679 10.0250
C 1.3697 -18.8376 8.8458
C 1.8930 -17.9388 7.8961
C 2.5461 -18.4106 6.7916
C 2.6983 -19.7631 6.6181
N 2.2657 -20.6595 7.4960
C 1.5229 -20.2479 8.5689
C -0.7531 -25.2274 10.9536
H -0.5882 -28.4554 9.9436
H 0.7782 -27.4159 8.1117
H -0.7615 -22.6388 10.3844
H 0.4288 -21.3748 11.5522
H -0.2310 -19.0528 11.9009
H 0.5715 -17.3030 10.1129
H 1.7447 -16.8880 8.0703
H 2.9401 -17.6989 6.0733
H 3.1780 -20.1762 5.7288
H -1.1505 -24.6259 11.7736
S 4.2555 -24.1326 10.0526
C 5.9899 -24.2910 10.1212
C 6.6125 -25.3035 10.9094
C 7.9880 -25.4809 10.8706
C 8.8157 -24.6854 10.0628
C 8.2489 -23.6019 9.3818
C 6.8498 -23.4104 9.4111
As 5.8832 -22.0045 8.4747
C 5.7253 -20.5394 9.7874
C 5.3615 -20.8856 11.0856
C 4.8863 -19.9101 11.9787
C 4.6811 -18.5980 11.5727
C 5.0739 -18.2407 10.2617
C 5.5332 -19.2104 9.3590
C 7.4196 -21.1493 7.4554
C 8.4232 -20.2658 7.8462
C 9.4584 -19.8889 6.9533
C 9.4373 -20.3131 5.6405
C 8.4474 -21.2497 5.2447
C 7.4700 -21.6798 6.1521
H 5.9248 -25.9837 11.4320
H 8.4512 -26.2046 11.5190
H 9.8784 -24.8466 9.9071
H 8.8115 -22.8711 8.7857
H 5.4161 -21.9259 11.3987
H 4.7211 -20.2415 13.0032
H 4.3080 -17.8567 12.2611
H 4.9931 -17.2089 9.9372
H 5.7719 -18.9021 8.3281
H 8.4130 -19.8411 8.8422
H 10.2180 -19.2080 7.3290
H 10.1664 -19.9433 4.9168
H 8.4418 -21.6668 4.2417
H 6.7216 -22.3903 5.7888
S 1.5354 -22.4418 5.1401
C 1.8669 -23.8123 4.1273
N 1.1696 -24.0439 2.9708
N 0.2158 -23.1742 2.7228
C -0.6469 -23.3120 1.6730
C -1.7465 -22.3959 1.5946
C -2.7136 -22.5715 0.6098
C -2.4892 -23.5067 -0.4173
C -1.3663 -24.3420 -0.3715
C -0.4305 -24.2814 0.6594
N 2.7450 -24.7653 4.3736
N 3.4735 -24.7575 5.5114
C 4.4531 -25.7175 5.4874
C 4.7323 -26.4168 4.3058
C 5.8109 -27.3119 4.2895
C 6.5457 -27.5651 5.4595
C 6.1515 -26.9649 6.6641
C 5.1607 -26.0172 6.6962
H 0.0477 -22.3659 3.3648
H -1.8167 -21.5663 2.2834
H -3.5978 -21.9372 0.6076
H -3.1552 -23.5323 -1.2785
H -1.1951 -25.0851 -1.1522
H 0.4734 -24.8579 0.7526
H 4.1347 -26.1696 3.4361
H 6.1210 -27.7787 3.3567
H 7.4534 -28.1817 5.4377
H 6.7258 -27.1655 7.5657
H 4.9457 -25.4852 7.6385
*
```